(1)
Entry from the Open Molecules 2025 dataset: a molecular structure, C30H55N11O3 at a distorted geometry (ωB97M-V/def2-TZVPD).

```
99
Properties=species:S:1:pos:R:3:lowdin_charge:R:1
C 2.43229 -2.70848 0.37332 0.031
H 0.69052 -0.70049 1.42958 0.061
H -5.35945 0.14554 -0.49414 0.094
H -3.93523 -2.56235 -0.94581 0.155
H -4.38157 0.80468 -1.84216 0.078
H 2.95407 -6.32869 -1.09671 0.138
H -2.15666 -3.89678 -2.65186 0.143
H -1.86880 1.02057 0.92008 0.009
C 3.07060 -0.39346 2.86156 -0.038
N -1.07232 4.15449 -0.56410 -0.185
H -1.64026 2.33012 0.34664 0.120
C -1.50821 2.85859 -0.58594 -0.065
O -0.36968 1.20487 -0.25093 -0.118
H 2.47673 2.06977 4.19301 0.138
C -1.75758 2.36159 -1.89763 0.041
C 2.56199 2.11149 3.11719 0.043
H 1.49936 -3.24500 -2.65357 0.103
H 0.84582 -6.70615 0.24634 0.080
C -1.12368 4.57226 -1.89574 0.063
C -3.14102 0.04374 -0.21077 -0.222
H -0.66877 4.38027 1.51055 0.138
N 0.21777 -1.90952 4.45485 -0.058
H 2.12293 -1.32739 3.80247 0.068
C 0.09382 -2.09224 -3.22688 -0.004
N -2.54127 -0.96489 -1.13217 -0.011
N 0.21215 0.19625 0.18814 -0.500
N -0.94598 -1.26412 2.62464 0.029
H -1.90140 -1.90418 4.52891 0.176
C 1.79071 -0.79000 -1.06981 -0.007
H 3.03707 0.73699 0.16694 0.153
H 1.01803 3.99400 -1.64141 0.117
H -0.07062 5.64749 0.51051 0.144
H 2.95935 -0.43909 3.94491 0.128
C -0.87704 4.91801 0.58559 -0.012
O -0.34629 -0.86335 0.22203 -0.027
N 2.81907 0.91652 2.37265 -0.031
C -3.06318 -2.19323 -1.46509 0.032
H -1.91472 -1.29700 0.83426 0.101
C 2.45892 3.53226 -0.16039 -0.125
C -2.19314 -2.86981 -2.31962 0.082
C 2.58441 3.20527 2.27706 0.014
N 2.08360 -4.45872 -0.92221 -0.028
C -1.83671 3.50872 -4.11085 -0.133
H -1.91759 1.09256 2.64143 0.125
H -2.04394 2.51794 -4.51524 0.128
H 0.28843 4.16647 -0.10960 -0.015
C 2.03745 -5.83955 -1.42634 -0.141
N 1.95366 -2.19299 -0.82483 -0.011
H 0.32613 3.39340 -4.76942 0.082
H -2.42711 0.83873 0.00469 0.024
H -3.31835 -0.45307 0.74308 0.070
H -3.38244 0.92433 1.69028 0.129
H 0.79209 -7.64925 -1.21973 0.100
H 0.72521 -2.75643 -2.63671 -0.007
H 2.39597 -0.44573 -1.90841 0.153
N 2.65047 2.74490 0.98306 -0.044
H -4.59496 1.77165 -0.53852 0.087
C -2.11163 -0.92126 1.83833 -0.154
H 1.40665 -2.91916 5.86763 0.121
C 1.10506 -1.48495 3.47764 -0.077
C -2.35472 0.57449 1.78784 -0.091
N -1.57108 3.50468 -2.66333 -0.032
C -1.41766 -0.78894 -1.90627 -0.033
H -2.06921 1.38835 -2.24705 0.110
H -0.86762 3.92386 -5.90729 0.092
H -0.24002 5.02685 -4.73249 0.083
O 1.33157 0.36756 0.62733 -0.125
H 2.41511 4.24889 2.49750 0.148
C 0.60248 -2.18425 5.83122 0.052
H -0.99749 5.55448 -2.32671 0.184
C -1.01451 -1.77115 3.92714 0.076
C 0.85155 -6.62892 -0.84091 -0.048
H 2.71751 -4.90875 1.11819 0.148
H 0.72221 -0.57489 -1.05833 0.064
C 1.02603 3.56405 -0.63981 -0.050
C 0.37435 -1.10479 2.37984 -0.018
C 2.90625 1.36791 1.03368 0.031
H 4.04409 -0.69607 2.47576 0.154
H 0.77676 -1.23837 6.34411 0.121
C -0.57642 3.99788 -4.85952 -0.054
H 0.64616 -1.16499 -3.37930 0.130
H -2.93789 -1.47181 2.28807 0.167
N -1.11514 -1.96100 -2.51863 -0.049
H -0.13130 -2.59124 -4.16943 0.146
H 2.08419 -0.31539 -0.13348 -0.009
H -0.27775 -2.68156 6.23862 0.113
H 2.21703 -1.02530 2.61597 -0.012
H 2.83753 4.52711 0.07418 0.152
H -0.10238 -6.14788 -1.05706 0.068
C 2.48680 -4.14615 0.38907 0.093
H -0.78337 0.08509 -1.89365 0.129
H -1.83540 5.42995 0.67254 0.144
H 0.58271 2.57071 -0.70940 0.076
H 2.70879 -1.98664 1.12757 0.099
H -2.77171 4.05431 -4.23823 0.144
H 3.07921 3.00629 -0.88612 0.145
C 1.91441 -3.28132 -1.65717 0.024
C -4.46680 0.71199 -0.75946 0.007
H 2.06501 -5.82118 -2.51583 0.137
```

Gap between HOMO and LUMO   8.47 eV
E_LUMO   -10.61 eV
Charge   +4


(2)
Entry from the Open Molecules 2025 dataset: a molecular structure, C12H11NO4Pm at a distorted geometry (ωB97M-V/def2-TZVPD).

```
29
Properties=species:S:1:pos:R:3:nbo_charge:R:1
C 1.09049 -1.26248 2.38404 -0.310
C -2.92345 3.32369 -2.55117 -0.368
H -3.23442 1.58450 -3.73388 0.209
C -2.26302 0.31148 1.13676 0.452
O 0.14864 -0.63134 -3.37582 -0.228
H 2.17178 -0.17774 3.91936 0.283
C 2.36129 -1.72504 0.33622 -0.276
H -3.25046 3.91588 -1.68558 0.217
C -1.97212 -0.77571 -1.20057 0.464
C -3.55428 2.18578 -2.87197 -0.410
O -3.33478 0.21260 1.57080 -0.223
H 2.37886 -2.09737 -0.69486 0.265
O 1.74086 3.23322 1.14619 -0.227
H 0.08294 -2.92251 -0.33105 0.449
C 2.22713 -0.62467 2.92500 -0.118
Pm -0.06325 0.19819 0.10567 1.567
C 1.19522 -1.85509 1.11064 0.048
C 3.47482 -1.07287 0.89689 -0.111
N -0.01081 -2.31251 0.47882 -0.853
H 0.13495 -1.29216 2.92476 0.264
C 3.40879 -0.54154 2.18766 -0.170
H 4.29144 -0.05199 2.62548 0.290
H -0.74577 -2.66867 1.08991 0.448
O -2.58217 -1.57076 -1.78444 -0.281
C 0.18643 -0.25458 -2.27784 0.454
H -2.03355 3.65725 -3.10373 0.213
C 1.10708 2.34909 0.75577 0.453
H 4.39074 -0.96118 0.31757 0.284
H -4.42337 1.82651 -2.30063 0.214
```

Gap between HOMO and LUMO (spin up / spin down)   4.76 / 4.95 eV
E_LUMO (spin up / spin down)   -13.65 / -13.48 eV
Charge   +3
Multiplicity   5


(3)
Entry from the Open Molecules 2025 dataset: 2 unconnected molecules or ions with the total composition C4H8O5 at a distorted geometry (ωB97M-V/def2-TZVPD).

```
17
Properties=species:S:1:pos:R:3:nbo_charge:R:1
H 0.49266 -0.97338 -1.21985 0.140
C -1.57512 1.09106 -1.42686 0.710
O -1.11641 1.73142 -2.48522 -0.656
H -0.94012 1.09985 -3.20215 0.496
O -1.88730 -0.09491 -1.44818 -0.677
H -1.84046 1.78337 -0.62675 0.152
O 0.32115 0.80041 -0.08717 -0.626
C 0.72475 -0.58146 2.24391 -0.663
H 0.03521 -0.23133 3.01111 0.228
C 0.88404 -0.43895 -0.34567 0.283
C 0.07359 -0.53630 0.90106 0.548
H -1.58637 -0.80849 -0.06825 0.519
O 2.26444 -0.53257 -0.20998 -0.720
H 2.64721 0.28154 -0.56394 0.481
H 1.03507 -1.60784 2.44646 0.240
O -1.15085 -1.02502 0.84902 -0.699
H 1.61850 0.04260 2.23247 0.244
```

Gap between HOMO and LUMO   10.00 eV
E_LUMO   0.61 eV
Charge   0
Structure (SMILES)   C[C@@]1(O)O[C@H]1O.O=CO


(4)
Entry from the Open Molecules 2025 dataset: a molecular structure, C3H5NO at a distorted geometry (ωB97M-V/def2-TZVPD).

```
10
Properties=species:S:1:pos:R:3:nbo_charge:R:1
H -0.36831 0.01165 -1.70176 0.192
C 0.06090 -0.71931 -1.05437 -0.056
N -0.30547 1.78924 1.20643 -0.306
C 1.07104 -0.05167 -0.04220 -0.541
H 1.89248 0.46048 -0.71869 0.268
H 0.52600 -1.52644 -1.65538 0.179
O -1.15797 -1.27969 -0.44493 -0.691
H -0.81966 -1.55739 0.73283 0.442
H 1.46607 -0.81076 0.66866 0.247
C 0.31898 0.96020 0.72803 0.266
```

Gap between HOMO and LUMO   11.16 eV
E_LUMO   0.37 eV
Charge   0


no.,E_tot (eV)
1,-54471.477
2,-38823.925
3,-14513.901
4,-6727.383